No. 1
The following is a quantum chemistry calculation of a 2-piece molecular cluster, C13H12F4N2O2 overall at a distorted geometry, from the OMol25 dataset.

As for the SMILES: O=C1C(F)=C(F)C(=O)C(F)=C1F.C1CN=C2CCCN2C1. The value obtained for the total energy is -31618.4286 eV. The HOMO energy is -0.316 hartree. The calculation puts the molecular weight at 304.243 g mol⁻¹.

Last column: natural (NBO) charge in e.
Element x y z (Å)
F: -0.9405 1.2078 2.9227  -0.28
F: 2.1056 -2.1349 1.4705  -0.27
F: 3.6553 -0.2050 0.2883  -0.28
F: 0.6111 3.1330 1.7388  -0.28
O: 2.7985 2.3909 0.2751  -0.45
O: 0.1996 -1.2708 3.2648  -0.47
N: -1.2024 -1.7218 0.9759  -0.56
N: -2.8139 -2.2180 -0.6713  -0.43
C: 0.1984 0.8894 2.2724  0.31
C: -2.2603 -0.6085 -2.3081  -0.42
C: -3.2444 -1.7622 -1.9776  -0.19
C: 1.7668 -0.8305 1.5260  0.32
C: 2.1656 1.5371 0.9129  0.40
C: -1.7504 -1.5540 -0.1646  0.48
C: -3.4873 -3.2863 0.0223  -0.20
C: -1.2515 -0.5127 -1.1675  -0.45
C: 2.5235 0.1212 0.9373  0.26
C: 0.6433 -0.4961 2.3963  0.43
C: -1.9257 -2.5801 1.9016  -0.25
C: 0.9614 1.8361 1.6832  0.26
C: -2.6746 -3.7051 1.2328  -0.43
H: -1.7516 -0.8142 -3.2516  0.22
H: -3.6174 -4.1381 -0.6603  0.20
H: -3.3100 -4.1716 1.9821  0.22
H: -2.6121 -1.9673 2.5148  0.19
H: -1.2018 0.4606 -0.6524  0.23
H: -4.2861 -1.3889 -1.9706  0.19
H: -2.7830 0.3447 -2.4033  0.22
H: -1.9345 -4.4417 0.9226  0.20
H: -1.1350 -2.9454 2.5596  0.23
H: -4.4775 -2.9589 0.3798  0.19
H: -0.2202 -0.7646 -1.4634  0.23
H: -3.1681 -2.5533 -2.7496  0.19

Forces on atoms 1 to 3 (eV/Å):
1.129 -0.200 -0.614
-0.205 1.312 0.044
-0.756 0.140 0.300



No. 2
The following is a quantum chemistry calculation of C13H12N2 as an isolated structure at a distorted geometry, from the OMol25 dataset.

As for the energy above the lowest of the compared OMol25 structures with the same formula, charge and spin: 1.493 eV. The value obtained for the total energy is -16652.3940 eV. The HOMO energy is -0.326 hartree. The calculation puts the molecular weight at 196.253 g mol⁻¹.

Last column: natural (NBO) charge in e.
Element x y z (Å)
N: 1.7868 1.5843 2.9265  -0.31
N: 3.5655 -1.4879 0.8355  -0.60
C: -2.4642 -1.6976 -0.6416  -0.22
C: 2.3724 -0.7613 -1.0963  -0.24
C: 1.4290 -0.2407 1.1891  -0.40
C: 0.5090 0.5807 -0.4142  0.08
C: -1.9741 0.7792 0.3827  -0.19
C: -0.8984 0.1124 -0.2251  -0.10
C: 0.6290 2.0708 -0.3377  -0.67
C: 2.5506 -0.9291 0.3368  0.27
C: -3.5387 -0.9881 -0.1318  -0.21
C: -1.1862 -1.1556 -0.7346  -0.20
C: 1.3430 -0.0146 -1.5460  -0.16
C: 1.5942 0.7124 2.1916  0.25
C: -3.2647 0.3220 0.3281  -0.21
H: 3.6729 -1.4492 1.8622  0.35
H: 0.2684 2.5748 0.5557  0.24
H: 0.2449 2.6514 -1.1674  0.23
H: -0.3957 -1.7996 -1.3060  0.22
H: 1.0212 0.3732 -2.4390  0.23
H: -4.6363 -1.2917 -0.1812  0.23
H: -4.0107 1.0200 0.6956  0.22
H: 1.6698 2.2625 -0.3850  0.22
H: 0.6705 -1.1357 1.3468  0.28
H: -1.7248 1.8693 0.7618  0.22
H: -2.4526 -2.7004 -1.1283  0.22
H: 3.2191 -1.2618 -1.6781  0.25

Forces on atoms 1 to 3 (eV/Å):
-0.252 -0.457 -0.230
0.722 -0.420 -0.100
0.556 -1.358 -1.040



No. 3
The following is a quantum chemistry calculation of one molecule with the formula C13H12N4O3 at a distorted geometry, from the OMol25 dataset.

As for the energy above the lowest of the compared OMol25 structures with the same formula, charge and spin: 3.906 eV. As for the SMILES: O=C(Cn1ccc([N+](=O)[O-])n1)N1CCc2ccccc21. The value obtained for the total energy is -25775.7144 eV. The HOMO energy is -0.311 hartree. The calculation puts the molecular weight at 272.264 g mol⁻¹.

Last column: natural (NBO) charge in e.
Element x y z (Å)
O: 0.6380 1.9459 -1.9346  -0.59
O: -3.0160 -2.3402 -1.5609  -0.34
O: -4.8326 -2.1675 -0.4166  -0.38
N: -2.2154 1.2796 -0.1425  -0.13
N: -3.7648 -1.7470 -0.8199  0.52
N: 0.7022 0.6305 -0.0925  -0.44
N: -2.2689 0.1322 -0.7765  -0.20
C: -4.0643 0.3407 0.5759  -0.28
C: 3.4443 -1.5580 0.6954  -0.19
C: 3.7826 -0.8463 -1.5791  -0.20
C: -3.2722 1.4565 0.6850  -0.05
C: 2.6304 -0.0730 -1.5476  -0.25
C: 4.1880 -1.5800 -0.4774  -0.22
C: 0.1493 1.5619 -0.8951  0.69
C: 0.1795 0.1732 1.1920  -0.20
C: 1.8945 -0.0596 -0.3775  0.22
C: -3.3819 -0.4607 -0.3592  0.15
C: -1.1534 2.2170 -0.3878  -0.31
C: 2.2972 -0.7970 0.7351  -0.06
C: 1.3347 -0.5838 1.8655  -0.43
H: 1.8011 0.0125 2.6538  0.22
H: -0.1629 1.0164 1.7958  0.20
H: -4.9820 0.1090 1.0726  0.25
H: -3.3853 2.3419 1.2765  0.23
H: -0.9565 2.7852 0.5264  0.22
H: 2.3172 0.4980 -2.4043  0.25
H: 1.0008 -1.5222 2.3068  0.23
H: 3.7553 -2.1272 1.5585  0.21
H: 5.0872 -2.1749 -0.5279  0.21
H: 4.3698 -0.8746 -2.4843  0.22
H: -0.6613 -0.5061 1.0196  0.21
H: -1.4546 2.9177 -1.1752  0.24

Forces on atoms 1 to 3 (eV/Å):
0.005 0.107 -0.193
0.144 -0.057 -0.141
-0.223 0.019 0.125



Among the records above, which one has the lowest molecular weight?
C13H12N2